Record 1
DFT (ωB97M-V/def2-TZVPD) results for a cluster of 3 separate species, C6H18O2 in total at a distorted geometry.

Each line ends with the Mulliken charge.
Cartesian coordinates (Å):
C 2.521514 -0.349014 1.424806  -1.05
C 2.183213 0.524636 0.338732  -0.25
C 0.762759 1.216243 0.585723  0.33
C 0.883014 2.337459 1.666618  -1.37
C 0.034462 1.634381 -0.726509  -0.54
C -0.571177 0.345872 -1.255463  -1.21
H 1.823948 -1.268807 1.566038  0.25
H 3.565183 -0.852744 1.364742  0.31
H 2.580484 0.344180 2.317432  0.24
H 1.937271 -0.121003 -0.532061  0.19
H 2.830117 1.339060 0.136528  0.37
H -0.000094 0.473975 0.999156  0.09
H 0.069875 3.073013 1.969519  0.37
H 1.669408 2.939875 1.284869  0.37
H 1.119689 1.910382 2.764244  0.24
H -0.693869 2.420826 -0.555602  0.35
H 0.716113 2.132558 -1.396715  0.30
H 0.238061 -0.358300 -1.387350  0.27
H -1.297498 -0.108032 -0.629187  0.37
H -1.147230 0.481913 -2.192270  0.37
O -0.756910 -5.774669 -1.152044  -0.65
H -1.720766 -5.419551 -1.223300  0.33
H -0.386256 -5.206382 -1.890436  0.32
O -5.489143 -0.388551 -1.474834  -0.65
H -6.180200 -0.377083 -0.793431  0.32
H -4.691967 -0.950234 -1.209216  0.33

Forces on atoms 1 to 6 (eV/Å):
2.1 -2.3 3.3
-4.4 0.0 -2.3
-1.7 -0.1 1.4
-0.4 -0.7 2.4
0.4 -0.2 1.1
-0.2 0.8 -1.9

Its SMILES is CCC(C)CC.O.O. Its spin multiplicity is 1. The HOMO-LUMO gap is 10.89 eV. The calculation puts the HOMO energy at -0.38935 Ha.

=====

Record 2
DFT (ωB97M-V/def2-TZVPD) results for a cluster of 2 separate species, C6H11BrN in total at a distorted geometry.

Each line ends with the Mulliken charge.
Cartesian coordinates (Å):
C 2.506031 1.230113 0.443672  -0.11
C 1.721273 1.475785 -0.447217  -0.65
C -1.058487 1.462860 0.980613  -0.73
C -1.340847 0.297914 0.391594  0.32
C 0.181473 -1.425202 0.700884  -0.86
C -0.624068 -1.019031 -1.548369  -0.94
N -0.244770 -0.417626 -0.262439  0.15
Br -3.014472 -0.484441 0.455048  0.00
H 2.960736 0.800515 1.349130  0.35
H 1.553923 1.940330 -1.423617  0.41
H -0.151383 2.037623 1.094712  0.33
H -1.848799 1.991038 1.666742  0.22
H 0.398219 -0.785913 1.607227  0.37
H -0.611361 -2.192717 0.760185  0.39
H 1.239345 -1.811383 0.497985  0.34
H 0.152942 -1.697029 -1.884469  0.39
H -1.610080 -1.433183 -1.559954  0.34
H -0.783788 -0.273726 -2.288707  0.42
H 0.574106 0.304064 -0.533011  0.26

Forces on atoms 1 to 6 (eV/Å):
-0.5 -1.1 1.1
1.9 1.3 -1.2
-2.6 0.9 2.1
0.9 2.6 0.4
2.8 0.3 1.5
0.0 -0.2 -0.9

The charge is +1. Its spin multiplicity is 1. The HOMO-LUMO gap is 10.21 eV. The calculation puts the HOMO energy at -0.50731 Ha.

=====

Record 3
DFT (ωB97M-V/def2-TZVPD) results for the molecule C4H6OS at a distorted geometry.

Each line ends with the Mulliken charge.
Cartesian coordinates (Å):
C 0.807274 0.962480 -0.125346  -0.34
C 0.715184 -0.607910 -0.617341  -0.53
C -0.500590 1.197674 0.572937  -0.57
C -1.219242 -1.055944 0.453553  -0.16
O -0.011104 -1.488483 0.179107  -0.29
S -1.854850 0.343080 -0.269530  -0.13
H 1.743600 1.122977 0.555435  0.27
H 0.767217 1.651305 -0.945391  0.28
H 0.383449 -0.383608 -1.638338  0.37
H 1.786526 -0.937655 -0.600447  0.32
H -0.573324 0.845052 1.543872  0.37
H -2.044144 -1.648973 0.891491  0.42

Forces on atoms 1 to 6 (eV/Å):
-0.2 -0.8 2.7
3.3 1.8 -0.7
0.3 -0.6 -1.4
-3.0 1.3 -0.6
0.8 0.0 -0.1
-0.1 0.5 -0.2

Its spin multiplicity is 1. The HOMO-LUMO gap (spin up / spin down) is 7.46 / 8.17 eV. The calculation puts the HOMO energy (spin up / spin down) at -0.27355 / -0.29087 Ha.

=====

Record 4
DFT (ωB97M-V/def2-TZVPD) results for a structure of composition C8H26Ag2N7O5 at a distorted geometry.

Each line ends with the Mulliken charge.
Cartesian coordinates (Å):
Ag -20.699674 16.899533 -17.260268  0.67
Ag -18.265066 14.522127 -17.403898  0.60
C -17.044402 17.329130 -17.662175  -0.62
O -18.212683 16.961888 -16.952728  -0.45
H -16.128471 17.198172 -17.076312  0.08
H -16.936292 16.793952 -18.606893  -0.02
H -17.056408 18.400883 -17.891503  0.41
C -10.854943 18.642201 -16.568183  -1.51
C -12.302771 18.094016 -16.392707  0.62
C -12.598995 17.126979 -17.538760  -0.73
O -12.547946 17.715103 -18.834833  -0.37
C -13.649522 18.572361 -19.059323  -0.46
N -12.314595 17.407893 -15.092831  -0.48
H -10.411142 19.058614 -15.663675  0.45
H -10.831423 19.320592 -17.421405  0.34
H -10.152845 17.834695 -16.794679  0.37
H -13.009953 18.925640 -16.363338  0.08
H -13.567212 16.644945 -17.354159  0.26
H -11.802906 16.382456 -17.556274  0.42
H -13.456579 19.166622 -19.952525  0.34
H -13.953202 19.214750 -18.232900  0.29
H -14.548899 18.020158 -19.368305  0.02
H -11.488320 17.618323 -14.560747  0.20
H -12.499657 16.419090 -15.174225  0.17
C -19.265554 19.745571 -14.385507  0.54
O -19.811436 20.196616 -13.391913  -0.62
N -18.187805 20.295052 -15.042513  -0.35
N -19.557052 18.492145 -14.818419  -0.30
H -17.878465 21.190048 -14.702563  0.21
H -17.983259 20.002982 -15.979923  0.16
H -19.081275 18.194291 -15.662010  0.27
H -20.430943 18.198643 -14.407119  0.17
C -15.523295 16.076276 -13.642932  0.53
O -14.823778 15.496289 -12.810555  -0.66
N -15.697007 17.395090 -13.751471  -0.23
N -16.176990 15.362065 -14.607124  -0.41
H -16.138411 17.887600 -14.505227  0.12
H -15.469550 17.966632 -12.953545  0.21
H -15.817684 14.440775 -14.793732  0.23
H -16.549128 15.923132 -15.357716  0.21
C -18.360068 15.450026 -20.882068  0.51
O -18.621584 14.911547 -19.790806  -0.49
N -18.613975 14.805112 -22.037818  -0.44
N -17.695095 16.613674 -21.111931  -0.30
H -18.208052 14.945987 -22.944477  0.20
H -18.979932 13.869053 -21.933859  0.24
H -17.283462 16.662957 -22.021106  0.23
H -17.441501 17.094909 -20.265211  0.31

Forces on atoms 1 to 6 (eV/Å):
1.3 0.3 0.0
0.0 1.1 -0.3
-0.6 0.7 0.0
-0.8 -1.2 0.0
0.0 -0.4 0.1
0.2 -0.2 0.1

The charge is +1. Its spin multiplicity is 1. The HOMO-LUMO gap is 4.96 eV. The calculation puts the HOMO energy at -0.39633 Ha.

=====

Record 5
DFT (ωB97M-V/def2-TZVPD) results for a structure of composition C31H28BiBrN5O4SSi at a distorted geometry.

Each line ends with the Mulliken charge.
Cartesian coordinates (Å):
Bi 0.188237 -0.246547 0.294406  2.25
O -3.025518 -1.024230 -2.566955  -0.74
C -2.148996 -0.525816 -1.864188  0.35
O -1.514938 -1.161235 -0.928530  -0.59
C -1.955040 0.987712 -2.068388  0.54
C -2.974513 1.577466 -2.870517  -0.94
C -2.902736 2.877574 -3.231363  -0.81
C -1.699660 3.555670 -2.904599  1.29
C -1.512375 4.835378 -3.396359  -0.70
C -0.466855 5.574303 -2.966201  -0.55
C 0.495616 4.995713 -2.104691  -0.68
C 0.416952 3.689157 -1.693328  -0.17
C -0.714808 2.923501 -2.069778  -0.61
N -0.915820 1.627804 -1.651135  0.37
H -3.749500 0.904229 -3.180677  0.58
H -3.639752 3.480363 -3.723381  0.41
H -2.304632 5.184578 -4.058389  0.34
H -0.294941 6.622634 -3.285762  0.32
H 1.300313 5.639152 -1.746448  0.40
H 1.182363 3.191924 -1.093308  0.46
C -0.451498 -5.161086 4.442265  -0.99
Si -1.345548 -5.700172 2.879907  0.44
C -3.102312 -5.142986 2.927682  -0.96
C -1.134059 -7.581250 2.832671  -1.20
C -0.388375 -4.996656 1.331724  0.22
C 0.366923 -5.851477 0.501320  -0.27
C 1.355763 -5.369736 -0.346021  -0.98
C 1.433735 -3.997126 -0.543538  -0.29
N 0.676353 -3.137639 0.155941  -0.05
C -0.180918 -3.576770 1.131223  0.03
S -0.840316 -2.292208 2.177598  -0.68
H -1.114777 -5.139729 5.307870  0.34
H -0.046654 -4.147659 4.311784  0.29
H 0.408759 -5.823816 4.668702  0.26
H -3.455443 -5.119154 3.979018  0.30
H -3.759058 -5.841381 2.367774  0.28
H -3.168360 -4.133780 2.537350  0.29
H -1.563816 -7.999511 3.747998  0.30
H -0.082091 -7.897500 2.816146  0.31
H -1.652539 -8.046185 1.993720  0.33
H 0.184987 -6.906099 0.553601  0.41
H 1.993424 -6.051680 -0.872680  0.38
H 2.141646 -3.491106 -1.220421  0.39
N 4.700803 1.747075 -4.704060  -0.49
C 3.818668 1.201668 -3.813284  1.08
C 2.552415 0.672558 -4.191607  -0.68
C 1.756868 0.140419 -3.198675  -0.62
N 2.131948 0.028482 -1.897269  -0.04
C 3.301873 0.616160 -1.529946  -0.40
C 4.164071 1.187290 -2.452663  -0.72
H 4.505244 1.758840 -5.709373  0.20
H 5.642973 1.933172 -4.393037  0.20
H 2.153722 0.725315 -5.212431  0.31
H 0.777937 -0.296940 -3.401692  0.44
H 3.570399 0.560844 -0.461859  0.21
H 5.108008 1.602274 -2.101167  0.31
Br -1.670450 7.533390 4.143967  -0.22
C -1.156045 5.795926 3.561529  0.24
C 0.165733 5.533880 3.249897  -0.45
C 0.480044 4.330179 2.678186  -0.44
C -0.532010 3.332260 2.485083  0.20
C -1.882164 3.624448 2.850605  -0.38
C -2.166132 4.847464 3.423535  -0.48
C -0.085249 2.089943 1.779892  1.00
O 1.105683 1.956711 1.378185  -0.68
O -1.040176 1.205728 1.539521  -0.98
H 0.982571 6.246051 3.520869  0.33
H 1.502300 4.087030 2.479549  0.46
H -2.651844 2.879719 2.723987  0.46
H -3.164547 5.128873 3.804351  0.36
N 3.489821 -1.005410 1.618216  -0.82
C 2.398283 -0.767996 1.257643  -0.03

Forces on atoms 1 to 6 (eV/Å):
0.6 -1.8 0.4
0.5 0.0 -0.1
-0.8 -1.0 1.2
-0.4 1.0 -1.4
-0.5 -0.3 -1.0
-0.5 0.0 -0.2

The charge is -1. Its spin multiplicity is 1. The HOMO-LUMO gap is 6.83 eV. The calculation puts the HOMO energy at -0.17182 Ha.

=====

Record 6
DFT (ωB97M-V/def2-TZVPD) results for the molecule C8H12ClN at a distorted geometry.

Each line ends with the Mulliken charge.
Cartesian coordinates (Å):
C -0.276088 1.891253 -0.835494  -1.40
C -0.141418 0.922543 0.409276  -0.02
C 1.345414 0.829113 0.728045  -0.65
C 2.192060 -0.005591 0.110584  -0.30
C 1.711642 -0.952850 -0.801989  -0.31
C 0.388714 -1.232723 -0.923630  -1.07
C -0.530776 -0.584208 0.047085  1.41
C -0.721470 -1.415139 1.346931  -1.72
N -2.044858 -0.640401 -0.721489  -0.51
Cl -3.183200 0.337851 0.074093  -0.14
H 0.078820 1.431938 -1.655277  0.42
H 0.253972 2.791822 -0.472841  0.45
H -1.421444 2.074739 -0.858614  0.23
H -0.643696 1.451451 1.162204  0.59
H 1.643192 1.682163 1.331437  0.38
H 3.254304 -0.021445 0.549598  0.28
H 2.439612 -1.469562 -1.422069  0.44
H -0.112772 -2.000894 -1.473960  0.44
H -0.992208 -0.709483 2.084770  0.40
H 0.310530 -1.833309 1.733364  0.26
H -1.511524 -2.111176 1.298265  0.53
H -2.038808 -0.436089 -1.710289  0.30

Forces on atoms 1 to 6 (eV/Å):
-3.2 1.1 4.8
2.0 -2.0 -3.3
-0.8 1.1 -0.2
1.7 1.6 3.3
-1.3 -2.2 -2.2
1.0 0.9 1.2

Its SMILES is C[C@@H]1C=CC=C[C@]1(C)NCl. Its spin multiplicity is 1. The HOMO-LUMO gap is 8.91 eV. The calculation puts the HOMO energy at -0.31289 Ha.

=====

Record 7
DFT (ωB97M-V/def2-TZVPD) results for the ion C9H15FNS with charge +1 at a distorted geometry.

Each line ends with the Mulliken charge.
Cartesian coordinates (Å):
C 2.807239 1.646221 0.324803  -1.39
C 1.352637 1.490606 -0.093601  -0.22
C 0.906055 0.041373 -0.331751  0.69
C 0.741366 -0.929540 0.833992  -1.53
F 1.898612 -0.576882 -1.133169  -0.49
C -0.321882 -0.163550 -1.215251  0.09
N -0.429344 -1.567835 -1.731583  -0.34
C -1.608196 0.015657 -0.401642  -0.04
C -1.864655 0.648841 0.814070  -0.39
C -3.243578 0.578221 1.130279  -0.65
C -4.027164 0.126908 0.126623  -0.39
S -3.109864 -0.274667 -1.200781  -0.18
H 3.415941 0.870871 -0.194643  0.29
H 3.334458 2.515476 0.070864  0.41
H 2.898127 1.454869 1.351424  0.38
H 0.693233 1.798706 0.735682  0.11
H 1.224010 2.167277 -0.939286  0.45
H 0.925966 -1.905213 0.469328  0.46
H -0.307976 -0.922587 1.373979  0.44
H 1.607910 -0.730226 1.520194  0.37
H -0.225986 0.543640 -1.985138  0.65
H -0.898930 -2.196194 -1.038721  0.41
H 0.558846 -1.888238 -1.837882  0.36
H -0.852526 -1.758428 -2.641419  0.35
H -1.005672 0.977922 1.425335  0.42
H -3.642410 0.962706 2.100634  0.36
H -5.135271 0.095674 0.156253  0.41

Forces on atoms 1 to 6 (eV/Å):
0.3 -2.8 -1.0
-0.7 0.3 0.7
0.1 -1.6 -0.6
0.0 1.5 2.5
0.6 -0.1 -0.4
-2.3 0.8 2.1

The charge is +1. Its SMILES is CC[C@](C)(F)[C@@H]([NH3+])c1cccs1. Its spin multiplicity is 1. The HOMO-LUMO gap is 9.48 eV. The calculation puts the HOMO energy at -0.47232 Ha.

=====

Record 8
DFT (ωB97M-V/def2-TZVPD) results for a cluster of 7 separate species, C36H28N2O12PS in total.

Each line ends with the Mulliken charge.
Cartesian coordinates (Å):
N 5.815805 -4.794176 0.675785  -0.51
N 4.623035 -5.237855 1.375714  -0.59
P 3.278433 -4.495416 0.961906  0.39
S 3.225401 -2.517032 0.655925  -0.62
H 5.751905 -5.043426 -0.312646  0.23
H 5.839899 -3.773974 0.692603  0.25
H 2.382171 -4.876676 1.976047  0.02
H 2.621626 -5.076462 -0.165104  -0.03
C 2.048234 -0.979708 3.582232  -0.34
C 1.119035 -0.395063 2.828365  -0.31
C 0.448219 0.847450 3.258536  0.42
O -0.400210 1.387791 2.566953  -0.50
C 0.842749 1.432805 4.563298  -0.29
C 1.772805 0.857643 5.320879  -0.55
C 2.452304 -0.396043 4.886137  0.17
O 3.306696 -0.900445 5.583017  -0.56
H 2.553968 -1.878764 3.248202  0.35
H 0.836876 -0.803944 1.865095  0.56
H 0.341963 2.349273 4.852226  0.49
H 2.091206 1.277543 6.265842  0.47
C 2.605428 5.719295 5.149132  -0.34
C 3.124034 6.463556 4.179212  -0.35
C 4.292052 5.991159 3.391355  0.62
O 4.759090 6.660921 2.493723  -0.58
C 4.857170 4.659581 3.729578  -0.51
C 4.335467 3.916099 4.700654  -0.31
C 3.163460 4.388755 5.481774  0.34
O 2.666201 3.696598 6.343660  -0.56
H 1.741606 6.030187 5.723088  0.42
H 2.710303 7.421421 3.895049  0.34
H 5.701776 4.335194 3.134850  0.44
H 4.719305 2.937300 4.960811  0.49
C 2.653215 5.016308 -0.744628  -0.44
C 2.420460 5.983353 0.138939  -0.30
C 1.376704 5.831611 1.184797  0.42
O 1.173849 6.724989 1.985440  -0.63
C 0.618667 4.559896 1.227152  -0.44
C 0.851742 3.589782 0.347038  -0.22
C 1.877769 3.746514 -0.718012  0.17
O 2.077884 2.876909 -1.536609  -0.56
H 3.406510 5.097365 -1.518014  0.42
H 2.972815 6.914294 0.153653  0.42
H -0.128591 4.465049 2.005202  0.51
H 0.306049 2.654476 0.359376  0.64
C 1.055208 -4.793904 -5.202012  -0.35
C 0.460177 -4.821641 -4.013786  -0.41
C 1.123901 -4.270623 -2.798708  0.20
O 0.561650 -4.296932 -1.727697  -0.49
C 2.487315 -3.692194 -2.963602  0.15
C 3.071935 -3.666859 -4.160382  -0.46
C 2.410535 -4.209574 -5.367861  0.39
O 2.945120 -4.183158 -6.459284  -0.58
H 0.594207 -5.186575 -6.099936  0.39
H -0.527727 -5.239243 -3.863171  0.42
H 2.961581 -3.289842 -2.071830  0.27
H 4.059756 -3.249219 -4.310617  0.43
C -2.856687 0.499896 0.524101  -0.15
C -3.418251 -0.704522 0.442645  -0.51
C -4.160091 -1.133825 -0.765818  0.60
O -4.685433 -2.228963 -0.829841  -0.57
C -4.248610 -0.178660 -1.897647  -0.21
C -3.690981 1.025977 -1.820083  -0.50
C -2.958039 1.462974 -0.602913  0.34
O -2.470301 2.571955 -0.538149  -0.54
H -2.303557 0.822128 1.397362  0.40
H -3.359057 -1.428874 1.245286  0.43
H -4.795961 -0.515068 -2.769494  0.29
H -3.743198 1.745856 -2.627107  0.44
C -7.114406 -2.793250 -3.249813  -0.13
C -7.677667 -3.997237 -3.314491  -0.46
C -8.420846 -4.440157 -4.519971  0.35
O -8.941476 -5.533661 -4.579644  -0.55
C -8.508526 -3.489244 -5.659482  -0.40
C -7.946692 -2.285796 -5.598223  -0.40
C -7.207132 -1.844445 -4.387910  0.55
O -6.698591 -0.742976 -4.337562  -0.53
H -6.562522 -2.455527 -2.380331  0.32
H -7.622481 -4.708926 -2.500554  0.44
H -9.053095 -3.838591 -6.527604  0.40
H -7.995139 -1.573433 -6.412104  0.41

Forces on atoms 1 to 6 (eV/Å):
0.0 0.0 -0.1
0.3 0.0 0.2
-0.1 0.0 0.1
0.0 0.0 -0.2
0.0 0.0 0.0
0.0 0.0 0.0

The charge is -1. Its spin multiplicity is 1. The HOMO-LUMO gap is 3.79 eV. The calculation puts the HOMO energy at -0.15368 Ha.

=====

no.,E_tot (Eh)
1,-389.8120
2,-2863.5749
3,-629.2794
4,-1373.5647
5,-5249.3324
6,-826.8501
7,-904.4577
8,-3140.3894